No. 1
Formula: C28H29BrN3O2PtS5
Source: the Open Molecules 2025 dataset
Level of theory: ωB97M-V/def2-TZVPD

Computed properties:
**HOMO energy (alpha / beta)**: -0.1466 / -0.1824 hartree
**Largest force on an atom**: 1.89 eV/Å
**Molecular weight**: 874.88 u
**Calculated total energy**: -165537.9925 eV
**Frontier orbital gap (alpha / beta)**: 0.228 / 0.225 Eh

```
! RIJCOSX wB97M-V def2-TZVPD def2/J DEFGRID3
* xyz -1 5
H -1.65 -4.75 -3.31
C 1.14 3.91 0.12
H 1.23 4.28 -4.50
H 2.50 -1.73 -3.49
H 2.81 -0.76 -2.03
C 1.56 -1.40 4.47
C -2.44 0.87 -0.09
H 2.25 4.08 1.92
C 3.78 -1.27 0.97
H 3.26 -0.13 -3.59
H -2.82 1.86 -0.35
H 3.16 3.28 0.69
H 0.13 -1.99 -3.18
S 2.45 -2.20 0.29
C -2.40 0.81 3.77
C 0.19 0.37 5.45
H -0.25 4.36 1.72
C -0.12 -0.01 4.17
H 2.21 -3.12 3.43
H 1.47 4.93 -0.05
O -2.82 -1.98 1.51
H 0.89 -0.14 -4.33
C -2.34 -4.23 -2.66
C 1.08 -0.15 -3.26
C -2.65 -2.97 -0.64
S 1.56 -0.55 6.01
S 3.29 0.31 1.53
H 1.87 2.42 1.52
S 5.27 -1.89 1.09
C 0.09 -1.06 -2.60
C 1.14 1.83 -1.49
C -1.81 -3.60 -1.56
N 1.04 0.96 -0.54
H 1.31 5.19 -2.18
C -3.69 -4.37 -2.82
H -0.55 2.85 0.90
C -2.18 0.85 1.36
H 3.46 -1.99 3.56
C -4.51 -3.73 -1.91
C 1.22 3.28 -1.24
H -0.74 -3.53 -1.45
O -0.80 -2.13 0.51
Br -6.43 -3.99 -2.07
Pt 0.92 -0.41 0.82
H -0.91 -0.66 -2.63
H 3.00 -2.91 5.05
C 1.12 1.31 -2.85
H 1.18 1.94 -4.91
H -4.09 -4.97 -3.64
C 2.49 -0.73 -3.07
H -0.30 1.18 6.04
C -2.03 -2.30 0.60
C 2.16 3.36 1.13
H 0.39 -1.34 -1.62
H -4.73 -2.71 -0.11
C 2.62 -2.40 4.16
H -0.98 4.39 0.11
H -2.74 0.67 4.79
H -3.18 0.07 -0.31
S -3.44 1.12 2.49
C 1.24 3.61 -3.65
C -4.03 -3.01 -0.87
C 1.22 2.25 -3.85
N 0.67 -0.99 3.65
N -1.04 0.56 1.93
C -1.18 0.48 3.32
C -0.27 3.90 0.73
C 1.24 4.13 -2.35
H -1.49 0.69 -0.60
*
```

Results of the natural (NBO) charge analysis, in e, for atoms 1 through 5: 0.21 -0.25 0.20 0.20 0.24

No. 2
Formula: C15H36BFN3O4S
Source: the Open Molecules 2025 dataset
Level of theory: ωB97M-V/def2-TZVPD

Computed properties:
**HOMO energy**: -0.4360 hartree
**Largest force on an atom**: 1.56 eV/Å
**Molecular weight**: 384.35 u
**Calculated total energy**: -43025.1470 eV
**Frontier orbital gap**: 0.355 Eh

```
! RIJCOSX wB97M-V def2-TZVPD def2/J DEFGRID3
* xyz 1 1
H 0.79 0.21 4.18
B -1.15 0.72 -5.32
C -0.08 0.30 -3.14
H 2.53 1.28 3.22
H 2.98 2.63 2.19
H -3.80 1.02 -6.88
H -0.57 2.09 3.52
C 1.41 0.07 -3.37
N 0.22 -1.21 2.74
H -0.58 -2.28 6.94
H 1.76 -2.00 1.54
H 1.14 2.42 -1.69
C -0.04 0.09 3.48
H -0.37 -0.26 -2.25
O -2.37 1.27 -5.44
H 1.63 0.10 -4.44
S -2.21 -1.07 -3.69
H 0.62 -1.16 6.30
H 2.02 2.91 3.64
C 0.90 2.08 1.98
O -0.05 1.08 -6.07
C -0.08 -2.67 4.88
H -2.19 1.45 -7.52
O -3.15 -1.30 -4.72
H -1.03 -3.04 4.51
H -0.87 -2.85 2.00
C -1.04 -1.77 2.10
C 0.33 -0.95 0.30
O -1.80 -2.12 -2.82
H -1.62 -0.14 0.81
H -1.71 -1.71 0.04
H -1.89 -1.59 2.75
C 2.35 1.04 -2.62
N 1.89 2.41 -2.38
N -0.88 -0.31 -4.26
H 1.64 -0.95 -3.05
C -2.91 1.63 -6.71
H 2.62 0.62 -1.65
H -1.14 1.33 2.08
H -0.94 -0.10 4.05
H 0.55 3.07 1.69
C 0.80 -2.21 3.72
H 1.87 -0.27 1.77
H 1.04 -3.08 3.11
H -3.19 2.68 -6.71
H 0.44 -3.55 5.27
F -2.81 0.02 -2.72
C -0.26 1.40 2.72
C 2.17 2.23 2.80
C -1.13 -1.11 0.74
H 1.51 2.81 -3.22
H 3.28 1.11 -3.17
H -1.09 -0.99 5.88
H -0.33 1.35 -3.03
C -0.29 -1.71 6.06
H 1.73 -1.78 4.08
H -0.03 2.02 -6.26
H 0.49 -0.01 -0.22
H 0.61 -1.74 -0.40
H 1.12 1.57 1.04
C 1.18 -1.08 1.58
*
```

Results of the natural (NBO) charge analysis, in e, for atoms 1 through 5: 0.23 1.24 -0.23 0.18 0.24

Please write out number 2 again, unchanged.
Formula: C15H36BFN3O4S
Source: the Open Molecules 2025 dataset
Level of theory: ωB97M-V/def2-TZVPD

Computed properties:
**HOMO energy**: -0.4360 hartree
**Largest force on an atom**: 1.56 eV/Å
**Molecular weight**: 384.35 u
**Calculated total energy**: -43025.1470 eV
**Frontier orbital gap**: 0.355 Eh

```
! RIJCOSX wB97M-V def2-TZVPD def2/J DEFGRID3
* xyz 1 1
H 0.79 0.21 4.18
B -1.15 0.72 -5.32
C -0.08 0.30 -3.14
H 2.53 1.28 3.22
H 2.98 2.63 2.19
H -3.80 1.02 -6.88
H -0.57 2.09 3.52
C 1.41 0.07 -3.37
N 0.22 -1.21 2.74
H -0.58 -2.28 6.94
H 1.76 -2.00 1.54
H 1.14 2.42 -1.69
C -0.04 0.09 3.48
H -0.37 -0.26 -2.25
O -2.37 1.27 -5.44
H 1.63 0.10 -4.44
S -2.21 -1.07 -3.69
H 0.62 -1.16 6.30
H 2.02 2.91 3.64
C 0.90 2.08 1.98
O -0.05 1.08 -6.07
C -0.08 -2.67 4.88
H -2.19 1.45 -7.52
O -3.15 -1.30 -4.72
H -1.03 -3.04 4.51
H -0.87 -2.85 2.00
C -1.04 -1.77 2.10
C 0.33 -0.95 0.30
O -1.80 -2.12 -2.82
H -1.62 -0.14 0.81
H -1.71 -1.71 0.04
H -1.89 -1.59 2.75
C 2.35 1.04 -2.62
N 1.89 2.41 -2.38
N -0.88 -0.31 -4.26
H 1.64 -0.95 -3.05
C -2.91 1.63 -6.71
H 2.62 0.62 -1.65
H -1.14 1.33 2.08
H -0.94 -0.10 4.05
H 0.55 3.07 1.69
C 0.80 -2.21 3.72
H 1.87 -0.27 1.77
H 1.04 -3.08 3.11
H -3.19 2.68 -6.71
H 0.44 -3.55 5.27
F -2.81 0.02 -2.72
C -0.26 1.40 2.72
C 2.17 2.23 2.80
C -1.13 -1.11 0.74
H 1.51 2.81 -3.22
H 3.28 1.11 -3.17
H -1.09 -0.99 5.88
H -0.33 1.35 -3.03
C -0.29 -1.71 6.06
H 1.73 -1.78 4.08
H -0.03 2.02 -6.26
H 0.49 -0.01 -0.22
H 0.61 -1.74 -0.40
H 1.12 1.57 1.04
C 1.18 -1.08 1.58
*
```

Results of the natural (NBO) charge analysis, in e, for atoms 1 through 5: 0.23 1.24 -0.23 0.18 0.24

> calculated total energy of number 2 (C15H36BFN3O4S)?

-43025.1470 eV

> Which value of calculated total energy does entry 1 give?

-165537.9925 eV

What did the second record say?
Formula: C15H36BFN3O4S
Source: the Open Molecules 2025 dataset
Level of theory: ωB97M-V/def2-TZVPD

Computed properties:
**HOMO energy**: -0.4360 hartree
**Largest force on an atom**: 1.56 eV/Å
**Molecular weight**: 384.35 u
**Calculated total energy**: -43025.1470 eV
**Frontier orbital gap**: 0.355 Eh

```
! RIJCOSX wB97M-V def2-TZVPD def2/J DEFGRID3
* xyz 1 1
H 0.79 0.21 4.18
B -1.15 0.72 -5.32
C -0.08 0.30 -3.14
H 2.53 1.28 3.22
H 2.98 2.63 2.19
H -3.80 1.02 -6.88
H -0.57 2.09 3.52
C 1.41 0.07 -3.37
N 0.22 -1.21 2.74
H -0.58 -2.28 6.94
H 1.76 -2.00 1.54
H 1.14 2.42 -1.69
C -0.04 0.09 3.48
H -0.37 -0.26 -2.25
O -2.37 1.27 -5.44
H 1.63 0.10 -4.44
S -2.21 -1.07 -3.69
H 0.62 -1.16 6.30
H 2.02 2.91 3.64
C 0.90 2.08 1.98
O -0.05 1.08 -6.07
C -0.08 -2.67 4.88
H -2.19 1.45 -7.52
O -3.15 -1.30 -4.72
H -1.03 -3.04 4.51
H -0.87 -2.85 2.00
C -1.04 -1.77 2.10
C 0.33 -0.95 0.30
O -1.80 -2.12 -2.82
H -1.62 -0.14 0.81
H -1.71 -1.71 0.04
H -1.89 -1.59 2.75
C 2.35 1.04 -2.62
N 1.89 2.41 -2.38
N -0.88 -0.31 -4.26
H 1.64 -0.95 -3.05
C -2.91 1.63 -6.71
H 2.62 0.62 -1.65
H -1.14 1.33 2.08
H -0.94 -0.10 4.05
H 0.55 3.07 1.69
C 0.80 -2.21 3.72
H 1.87 -0.27 1.77
H 1.04 -3.08 3.11
H -3.19 2.68 -6.71
H 0.44 -3.55 5.27
F -2.81 0.02 -2.72
C -0.26 1.40 2.72
C 2.17 2.23 2.80
C -1.13 -1.11 0.74
H 1.51 2.81 -3.22
H 3.28 1.11 -3.17
H -1.09 -0.99 5.88
H -0.33 1.35 -3.03
C -0.29 -1.71 6.06
H 1.73 -1.78 4.08
H -0.03 2.02 -6.26
H 0.49 -0.01 -0.22
H 0.61 -1.74 -0.40
H 1.12 1.57 1.04
C 1.18 -1.08 1.58
*
```

Results of the natural (NBO) charge analysis, in e, for atoms 1 through 5: 0.23 1.24 -0.23 0.18 0.24